ORCA calculation (the ωB97M-V functional and the def2-TZVPD basis) on a structure of composition C44H24Cl4CoN5OS.

Structure (XYZ):
```
80
Properties=species:S:1:pos:R:3:forces:R:3
Co -0.20536 0.02952 0.02584 -0.606 -0.143 0.020
Cl 2.35556 6.93186 5.86528 -0.009 -0.004 -0.011
C 1.77845 5.64741 4.83446 0.003 0.018 0.010
C 0.80284 4.78557 5.30395 0.004 -0.014 -0.005
C 0.35490 3.76283 4.48148 -0.083 0.066 -0.015
C 0.86790 3.58865 3.19736 -0.082 -0.031 0.026
C 1.84104 4.48172 2.75126 0.052 -0.028 0.022
C 2.30090 5.50924 3.56052 -0.005 -0.007 -0.010
C 0.39950 2.49468 2.30343 0.020 0.035 0.055
C 0.50591 1.17557 2.72872 0.050 0.000 -0.034
C 1.00221 0.77141 4.02317 0.040 -0.001 -0.012
C 0.89181 -0.57107 4.07604 -0.043 -0.003 -0.003
C 0.34854 -0.99060 2.80752 0.059 -0.032 -0.012
C 0.14948 -2.31977 2.46188 0.095 0.036 0.060
C 0.56213 -3.36719 3.43783 -0.046 -0.004 0.017
C 1.71751 -4.10273 3.17816 0.023 -0.013 -0.018
C 2.13946 -5.08713 4.05885 -0.005 0.010 0.009
C 1.39634 -5.33313 5.20152 0.012 -0.009 0.018
Cl 1.92064 -6.57355 6.31513 -0.007 0.004 -0.014
C 0.25004 -4.61250 5.48540 0.003 0.009 0.000
C -0.15723 -3.62440 4.59924 -0.028 -0.027 -0.017
C -0.25550 -2.74096 1.20475 -0.063 -0.105 -0.042
N -0.41621 -1.94667 0.11540 -0.022 0.108 -0.026
C -0.61090 -2.78689 -0.93335 -0.064 -0.138 0.088
C -0.70823 -2.41748 -2.26900 0.021 0.000 -0.069
C -0.62593 -3.49892 -3.28916 -0.069 0.022 0.013
C 0.51596 -4.29653 -3.35252 0.026 0.033 -0.043
C 0.63285 -5.30652 -4.29505 0.007 0.007 0.004
C -0.40722 -5.52317 -5.18214 0.002 -0.015 -0.015
Cl -0.27089 -6.79464 -6.37058 -0.001 0.016 0.007
C -1.55451 -4.75067 -5.14308 0.004 0.010 -0.003
C -1.65539 -3.74343 -4.19474 -0.045 -0.036 0.039
C -0.82995 -1.09882 -2.69307 0.034 -0.019 -0.002
C -0.97005 -0.69837 -4.07143 0.008 -0.015 0.013
C -1.12741 0.64140 -4.06956 -0.014 0.010 0.009
C -1.05582 1.06317 -2.69159 0.069 0.034 -0.014
N -0.86122 -0.00832 -1.87626 0.160 -0.012 0.040
C -1.11614 2.39246 -2.28124 0.014 -0.009 -0.079
C -0.86322 2.80408 -0.97929 -0.010 0.135 0.083
C -0.99482 4.17149 -0.52695 -0.018 -0.094 -0.074
C -0.52817 4.20590 0.73680 0.092 -0.054 0.048
C -0.13179 2.85578 1.06926 -0.102 0.104 -0.036
N -0.38969 2.01743 0.02962 0.047 -0.106 -0.023
C -1.38188 3.43406 -3.31146 -0.094 -0.033 0.025
C -0.45426 4.44487 -3.55759 0.031 -0.018 -0.027
C -0.68224 5.41121 -4.52537 0.000 -0.006 0.000
C -1.85869 5.37034 -5.25319 -0.001 0.017 -0.015
Cl -2.15873 6.58651 -6.46866 0.003 -0.015 0.011
C -2.80074 4.38071 -5.03399 0.002 -0.005 0.005
C -2.55316 3.41844 -4.06658 -0.045 0.033 0.037
C -0.67685 -4.15937 -0.47414 0.038 0.077 -0.081
C -0.46036 -4.12932 0.85389 0.041 0.067 0.059
N 0.13173 0.08570 2.00231 -0.003 0.002 -0.061
H 0.39472 4.91854 6.29656 0.005 0.001 0.000
H -0.42520 3.09978 4.83359 0.021 -0.016 -0.001
H 2.25072 4.35633 1.75701 0.001 -0.003 0.004
H 3.06152 6.19302 3.20953 0.005 -0.003 0.006
H 1.39965 1.42843 4.77829 -0.004 -0.007 -0.011
H 1.16162 -1.22799 4.88609 0.041 0.000 -0.016
H 2.28937 -3.87590 2.28399 0.001 0.025 0.010
H 3.03955 -5.65436 3.86518 -0.002 -0.001 0.002
H -0.31536 -4.82478 6.38248 0.010 0.008 0.007
H -1.05044 -3.04858 4.80925 -0.008 -0.010 -0.011
H 1.32621 -4.10739 -2.65905 -0.004 -0.005 0.000
H 1.52612 -5.91356 -4.34823 -0.008 -0.009 0.008
H -2.35658 -4.93679 -5.84417 -0.006 -0.012 0.012
H -2.55578 -3.14379 -4.14592 0.010 0.008 -0.005
H -0.93565 -1.35630 -4.92333 0.002 0.007 0.002
H -1.25014 1.29162 -4.91959 0.021 -0.004 0.003
H -1.42249 4.97965 -1.09717 0.042 0.005 -0.017
H -0.48661 5.05032 1.40517 0.011 -0.004 -0.001
H 0.46680 4.46165 -2.98898 -0.001 -0.003 -0.003
H 0.04886 6.18362 -4.72098 -0.008 0.007 0.009
H -3.71670 4.36810 -5.60871 0.004 -0.001 -0.003
H -3.28613 2.64256 -3.88412 0.004 0.002 0.004
H -0.87867 -5.01621 -1.09572 0.017 0.003 -0.002
H -0.43718 -4.95675 1.54389 0.006 0.006 0.004
O 3.16807 -2.07565 0.64213 -0.100 0.028 0.140
S 3.05904 -0.67786 0.15029 0.186 -0.292 -0.248
N 1.82156 -0.13755 -0.40655 0.265 0.413 0.153
```
Forces are in eV/Å.

Summary:
net charge = -1
<S²> = 0.76
2S+1 = 2
frontier orbital gap (spin up / spin down) = 0.203 / 0.215 Eh
LUMO level (spin up / spin down) = 1.32 / 1.34 eV
HOMO energy (spin up / spin down) = -0.15505 / -0.16533 hartree

=====

ORCA calculation (the ωB97M-V functional and the def2-TZVPD basis) on a structure of composition C43H36IrN4P2SSe2 in a non-equilibrium geometry.

Structure (XYZ):
```
89
Properties=species:S:1:pos:R:3:forces:R:3
Ir -0.03516 0.13650 -0.03725 0.692 -1.146 0.449
Se -4.47374 -3.47914 -3.99298 0.140 -0.021 0.028
P -2.28326 -3.73390 -4.02361 -0.093 -0.048 0.054
C -1.76041 -5.36303 -3.52019 0.039 0.002 0.016
C -0.42209 -5.53726 -3.15772 0.013 0.022 0.047
C 0.02604 -6.79494 -2.79677 0.011 -0.014 -0.006
C -0.85669 -7.87013 -2.79027 0.002 -0.007 0.006
C -2.18607 -7.69173 -3.14234 -0.003 -0.015 -0.001
C -2.64592 -6.43523 -3.50875 0.013 -0.013 -0.068
C -1.77719 -3.40410 -5.70473 -0.034 -0.002 -0.035
C -1.03557 -4.36246 -6.39978 0.010 0.000 0.011
C -0.71290 -4.14121 -7.72916 -0.003 0.006 -0.013
C -1.14782 -2.98671 -8.36754 0.006 0.001 0.005
C -1.90871 -2.04595 -7.68298 0.007 -0.004 -0.018
C -2.22725 -2.24976 -6.35230 -0.017 0.032 0.034
C -1.70730 -2.61099 -2.75489 -0.102 0.128 0.029
C -0.80365 -1.59259 -2.47753 -0.019 -0.060 0.126
N -1.04429 -1.25116 -1.18183 -0.071 0.191 -0.046
N -2.03957 -1.99097 -0.70925 0.289 -0.117 -0.109
N -2.44154 -2.80768 -1.63608 -0.061 -0.019 -0.015
P 0.46810 -0.70918 -3.35306 -0.044 0.003 -0.107
Se 1.06860 0.90645 -1.95201 -0.242 0.401 -0.116
C 1.87794 -1.74807 -3.72756 -0.031 -0.011 -0.034
C 1.71810 -2.74036 -4.69847 0.001 0.005 -0.038
C 2.77525 -3.57836 -5.00395 0.012 -0.021 -0.015
C 3.99397 -3.42494 -4.35053 -0.001 -0.011 -0.005
C 4.15580 -2.43347 -3.39466 0.008 -0.005 -0.007
C 3.09934 -1.59127 -3.07873 -0.015 -0.024 0.057
C -0.19795 -0.00025 -4.84937 0.039 0.041 -0.010
C 0.56378 0.06650 -6.01394 0.042 0.001 0.008
C 0.08280 0.77978 -7.10184 -0.024 0.007 -0.028
C -1.14480 1.42210 -7.02514 0.010 -0.001 0.008
C -1.90506 1.35536 -5.86109 0.009 0.006 -0.004
C -1.42971 0.65358 -4.76819 -0.054 -0.029 0.007
H 0.26389 -4.69591 -3.14367 -0.024 -0.017 -0.001
H 1.05991 -6.93841 -2.51137 -0.020 0.004 -0.002
H -0.50495 -8.85141 -2.49918 -0.006 0.019 -0.008
H -2.87075 -8.52902 -3.12712 0.013 0.014 0.005
H -3.68457 -6.29448 -3.77651 -0.004 0.001 0.005
H -0.72134 -5.27512 -5.91007 0.002 0.004 0.001
H -0.14159 -4.88156 -8.27321 -0.006 0.010 0.005
H -0.90725 -2.82765 -9.41086 -0.009 -0.004 0.013
H -2.26671 -1.16078 -8.19117 0.009 -0.016 0.010
H -2.83338 -1.52328 -5.82418 0.014 -0.037 -0.017
H 0.77976 -2.84477 -5.23010 -0.008 -0.002 -0.003
H 2.65451 -4.34419 -5.75998 0.003 0.016 0.024
H 4.82187 -4.07805 -4.59465 -0.017 0.013 0.002
H 5.10684 -2.31104 -2.89333 -0.017 0.006 -0.005
H 3.23041 -0.82208 -2.32980 0.012 -0.007 -0.004
H 1.52673 -0.42451 -6.07703 -0.013 0.024 0.021
H 0.67315 0.83913 -8.00691 -0.013 0.003 0.018
H -1.50996 1.98869 -7.87221 0.003 -0.012 0.007
H -2.85816 1.86446 -5.80341 0.015 -0.003 0.001
H -2.01110 0.61807 -3.85272 0.010 0.014 -0.003
C 5.50325 0.81261 -1.24237 -0.025 -0.032 -0.010
C 5.83876 1.80791 -0.13027 -0.004 0.012 0.016
C 6.36079 3.09930 -0.77687 0.016 0.011 -0.021
C 6.93376 1.19286 0.75364 0.025 -0.010 0.007
C 4.62248 2.13775 0.73356 -0.031 -0.064 -0.072
C 4.76478 3.03843 1.80702 0.020 0.028 0.034
C 3.71777 3.36080 2.63802 -0.021 0.007 0.028
C 2.47716 2.77961 2.38395 -0.054 0.044 0.060
S 0.99540 2.96399 3.27195 0.053 0.005 -0.044
C 0.23096 1.89838 2.18670 -0.200 0.048 -0.136
N 0.99087 1.42319 1.22841 -0.009 0.161 -0.092
C 2.30065 1.90621 1.31406 -0.060 -0.193 0.051
C 3.38273 1.57105 0.49985 0.117 0.071 0.068
C -1.17547 1.50432 2.16725 0.365 0.070 0.118
C -2.07826 1.85516 3.15068 -0.231 -0.072 0.117
C -3.40290 1.44159 3.03604 0.141 0.139 0.138
C -3.80207 0.69028 1.94685 -0.006 -0.126 -0.141
C -2.89346 0.34410 0.95131 -0.095 -0.006 -0.078
C -1.55735 0.70971 1.06199 -0.365 0.688 -0.193
H 6.40070 0.61215 -1.82954 -0.012 0.014 0.011
H 4.74397 1.20706 -1.92519 0.013 0.003 0.021
H 5.15628 -0.14165 -0.83343 0.007 0.018 -0.005
H 7.22771 2.87813 -1.40284 -0.021 0.004 0.023
H 6.67209 3.82948 -0.02924 -0.009 -0.014 -0.015
H 5.59590 3.56279 -1.40405 0.012 -0.014 0.016
H 7.80612 0.94298 0.14624 -0.024 0.015 0.015
H 6.58177 0.27967 1.23862 0.002 0.021 -0.014
H 7.26135 1.88283 1.53187 -0.009 -0.013 -0.015
H 5.73148 3.48515 1.99845 -0.023 0.004 0.004
H 3.85415 4.04226 3.46728 0.007 -0.012 -0.017
H 3.25648 0.85662 -0.29253 -0.063 -0.096 -0.058
H -1.76910 2.44681 4.00426 0.027 -0.019 -0.021
H -4.12144 1.72097 3.79532 0.025 -0.009 -0.006
H -4.83325 0.37442 1.85850 0.019 0.004 -0.012
H -3.23294 -0.22754 0.10553 -0.063 0.005 -0.056
```
Forces are in eV/Å.

Summary:
net charge = +2
<S²> = 0.75
2S+1 = 2
frontier orbital gap (spin up / spin down) = 0.223 / 0.196 Eh
LUMO level (spin up / spin down) = -6.92 / -7.66 eV
HOMO energy (spin up / spin down) = -0.47781 / -0.47781 hartree

=====

ORCA calculation (the ωB97M-V functional and the def2-TZVPD basis) on the molecule C5H8O2.

Structure (XYZ):
```
15
Properties=species:S:1:pos:R:3:forces:R:3
C -2.16880 0.14852 1.02633 0.407 -0.273 -0.319
C -1.28452 -0.37116 0.39121 -0.420 0.302 0.330
C -0.22024 -1.02429 -0.40114 -0.038 0.316 -0.129
O 0.19960 -2.22663 0.21868 -0.173 -0.277 -0.014
C 1.04305 -0.15782 -0.59020 0.064 -0.008 0.045
C 0.87035 1.34594 -0.37808 0.066 -0.059 -0.347
O 0.78641 1.69269 0.98730 -0.317 -0.123 0.220
H -2.95519 0.60642 1.58413 0.101 -0.066 -0.067
H -0.65764 -1.23489 -1.38991 0.063 0.015 0.155
H -0.57991 -2.77872 0.36602 0.167 0.046 -0.009
H 1.77910 -0.51112 0.13820 -0.078 0.021 -0.054
H 1.45239 -0.35506 -1.58756 -0.079 0.043 0.139
H 1.75571 1.86067 -0.76373 -0.130 -0.077 0.024
H 0.00024 1.72569 -0.93673 0.101 -0.062 0.066
H -0.02055 1.27977 1.33549 0.265 0.202 -0.040
```
Forces are in eV/Å.

Summary:
ΔE to the lowest compared entry with this formula, charge and spin = 58.9 kcal per mole
frontier orbital gap = 0.404 Eh
LUMO level = 0.79 eV
SMILES = C#C[C@H](O)CCO
HOMO energy = -0.37509 hartree